[1]
A structure of composition C21H18Br2N3O2Pt in a non-equilibrium geometry, computed with ωB97M-V with the def2-TZVPD basis set.

The geometry in XYZ format:
```
47
Properties=species:S:1:pos:R:3:forces:R:3
Pt -0.38439 -0.55328 0.16037 1.7 0.0 -2.6
Br -2.04114 1.06151 -1.05462 0.0 -0.6 0.1
Br 0.60244 -3.37180 4.85307 -0.2 0.2 -0.2
O 3.74674 -2.98819 -2.87724 -0.1 0.2 -0.4
O 1.67378 -1.11563 0.12891 -2.8 1.3 2.5
N -0.01408 -1.06127 -1.90568 -1.0 0.7 1.4
N -1.04524 -0.75553 2.14844 0.3 -0.5 -1.0
N 1.03263 -1.85720 -1.99541 0.2 -0.8 0.0
C 4.22456 -4.82750 -1.38924 0.1 0.1 -0.1
C 2.09812 -1.68684 -0.99241 1.6 -0.9 -1.6
C 2.76289 -3.03945 -0.72383 -0.2 0.3 -0.4
C -4.99750 3.28055 -3.63513 -0.1 0.1 0.0
C -6.20037 2.82263 -4.15226 0.1 -0.1 0.0
C -0.63674 -2.47622 3.74017 0.0 0.0 0.2
C -6.34183 1.48046 -4.47510 -0.1 0.1 0.0
C 4.04332 -5.43282 -0.15819 -0.1 0.0 0.1
C -0.21029 -1.41047 2.96017 0.3 -0.2 0.4
C -0.94631 -0.94723 -2.79449 0.9 -0.2 0.2
C -2.02146 -0.01309 -2.67640 -1.3 0.3 -0.3
C 3.20540 -4.85896 0.78415 -0.1 0.0 0.1
C 3.59220 -3.62428 -1.68248 -0.1 -0.4 0.7
C -1.96562 -2.88425 3.68460 0.4 0.3 -0.1
C 2.57837 -3.65926 0.50182 0.1 -0.1 -0.3
C -3.95553 2.40366 -3.39963 0.0 -0.3 -0.1
C -5.29507 0.60551 -4.27973 0.3 0.0 0.2
C -2.83001 -2.17186 2.86889 0.1 0.3 0.0
C -2.34094 -1.11363 2.12167 -0.4 0.0 0.4
C -3.01196 0.09426 -3.59017 0.9 -0.2 0.7
C -4.09007 1.04564 -3.71292 -0.7 0.6 -0.1
H 2.87775 -1.05237 -1.47444 -0.2 0.0 0.2
H -3.87292 -2.43714 2.81611 -0.1 0.0 0.0
H -3.01290 -0.65854 -4.36923 0.3 -0.1 -0.1
H -3.01592 2.77832 -3.02434 0.1 0.1 0.0
H 1.95074 -3.17080 1.23164 0.0 0.0 0.0
H -2.30916 -3.72159 4.27045 0.0 -0.1 0.0
H -0.92202 -1.53499 -3.70915 0.2 0.1 0.0
H -7.26390 1.12536 -4.90318 -0.2 -0.1 0.0
H 4.43219 -3.42230 -3.40315 -0.1 0.1 0.1
H 0.81823 -1.07178 2.98208 0.0 -0.1 -0.2
H 4.86397 -5.29302 -2.12584 0.1 0.0 -0.1
H -4.87445 4.33321 -3.42963 0.0 0.1 0.1
H 4.56096 -6.35154 0.07564 0.0 -0.1 -0.1
H -5.40825 -0.43716 -4.53510 0.0 -0.1 -0.1
H -7.01904 3.50764 -4.31274 0.0 0.1 -0.1
H 1.27906 -2.29708 -2.87881 -0.2 0.3 0.1
H 3.02960 -5.33893 1.73519 0.1 -0.1 0.1
H -3.00857 -0.50747 1.51922 0.2 -0.2 -0.2
```
Positions in Å, forces in eV/Å.

## Properties
E (eV): -173957.1575
Kohn-Sham gap (Eh): 0.2333
Net charge: +1
Multiplicity: 1
Lowest unoccupied orbital energy (eV): -4.5
Energy relative to the best compared isomer or geometry (same formula, charge and spin) (kcal per mole): 46.2

=====

[2]
An isolated molecule of C9H11N3 in a non-equilibrium geometry, computed with ωB97M-V with the def2-TZVPD basis set.

The geometry in XYZ format:
```
23
Properties=species:S:1:pos:R:3:forces:R:3
N 0.97980 0.99571 -0.07444 1.2 -0.1 0.2
N 3.28710 0.97017 0.12570 3.6 3.8 -1.7
N 2.24648 -0.99228 -0.15506 -0.8 0.0 -0.1
C -1.35193 -1.80332 -0.06385 -1.4 -0.9 -0.4
C -0.15923 -1.10926 0.00393 -1.5 -2.6 -0.9
C -2.57924 0.21072 0.07771 1.5 -0.3 -0.9
C 1.11019 -1.84316 0.12062 1.7 -1.9 -0.9
C 2.10013 0.34529 -0.03275 -1.1 0.1 -0.6
C -1.36909 0.96816 -0.03392 -2.7 -2.9 0.7
C -2.61451 -1.17580 -0.02716 0.7 -0.5 0.5
C -1.51867 2.41062 0.03118 0.7 1.9 -1.8
C -0.20002 0.21984 -0.06527 1.4 4.0 0.3
H 4.25319 0.56327 -0.20159 -3.1 0.6 0.7
H 3.11958 -1.29793 0.19007 0.8 -0.7 0.3
H -2.56881 2.64973 -0.18374 0.3 0.2 0.6
H -0.95283 2.92856 -0.78323 -0.2 -0.5 0.4
H 3.24084 2.00208 -0.23406 0.0 -2.6 1.2
H 1.18295 -2.23297 1.12747 0.0 -0.2 0.5
H -1.10310 2.86386 0.92179 -0.3 0.0 0.5
H -1.30981 -2.86959 -0.27431 0.0 -0.1 0.4
H 1.29634 -2.74858 -0.56242 -1.1 1.1 0.8
H -3.58432 -1.76045 0.00974 1.4 0.8 -0.2
H -3.50504 0.70531 0.08358 -1.1 0.9 0.2
```
Positions in Å, forces in eV/Å.

## Properties
E (eV): -13981.3542
Kohn-Sham gap (Eh): 0.3021
Net charge: 0
Multiplicity: 1
Lowest unoccupied orbital energy (eV): 0.7
Energy relative to the best compared isomer or geometry (same formula, charge and spin) (kcal per mole): 21.8

=====

[3]
A cluster of 2 separate species, C6H13O2 in total, computed with ωB97M-V with the def2-TZVPD basis set.

The geometry in XYZ format:
```
21
Properties=species:S:1:pos:R:3:forces:R:3
O -0.71392 1.28975 1.23765 0.1 0.1 -0.2
O -0.20168 0.42385 -1.15781 -0.2 0.1 0.3
C -0.05583 -1.81036 -1.98534 -0.1 0.1 -0.1
C 0.30698 1.04860 1.98639 -0.2 -0.2 0.3
C 0.25816 0.47933 3.22984 0.0 0.1 0.0
C -0.95481 -1.52885 -3.18951 0.1 0.0 0.1
C -0.39534 -0.92475 -0.79946 0.1 0.2 -0.1
C 1.66941 1.39249 1.40087 0.0 0.1 0.1
H 0.22985 -1.18293 0.06417 0.0 -0.1 0.0
H 1.86602 0.76142 0.53170 0.0 0.0 0.0
H -0.85081 -0.48526 -3.48394 0.0 0.0 0.0
H -2.00375 -1.69192 -2.93307 0.0 -0.1 0.0
H -1.43617 -1.09774 -0.48976 0.0 0.0 0.0
H -0.41188 0.93609 -0.29894 0.1 -0.2 -0.2
H -0.13701 -2.85959 -1.68617 0.0 0.0 0.0
H -0.69153 -2.16158 -4.04008 -0.1 0.0 0.0
H 0.98288 -1.61650 -2.26949 0.0 -0.1 0.1
H 1.14891 0.32522 3.82543 0.1 0.0 -0.1
H 2.46526 1.27493 2.13784 0.1 -0.1 0.0
H -0.69621 0.21270 3.66969 0.0 0.0 0.0
H 1.67292 2.42867 1.05371 -0.1 0.0 0.0
```
Positions in Å, forces in eV/Å.

## Properties
E (eV): -10528.3289
Kohn-Sham gap (Eh): 0.2443
Net charge: -1
Multiplicity: 1
Lowest unoccupied orbital energy (eV): 3.8
Energy relative to the best compared isomer or geometry (same formula, charge and spin) (kcal per mole): 31.7